# 1
ORCA calculation (ωB97M-V with the def2-TZVPD basis set) on a structure of composition C41H49BF2N6OsS.

For the total energy, the calculation gives -71673.61599 eV. Its orbital gap is 5.590 eV. The value obtained for the relative energy (zero: lowest compared OMol25 entry of this formula, charge and spin) is 38.1 kJ/mol. As for the LUMO energy: -0.8694 eV.

```
! RIJCOSX wB97M-V def2-TZVPD def2/J DEFGRID3
* xyz 0 1
Os -0.070 -0.267 0.272
C -1.541 -4.345 -4.146
C -0.152 -4.455 -3.510
C -0.107 -3.816 -2.159
C -0.202 -4.406 -0.950
C -0.277 -5.867 -0.634
C 1.103 -6.485 -0.394
C -0.133 -3.342 0.044
N -0.062 -2.117 -0.591
C 0.022 -2.380 -1.921
C 0.349 -1.447 -2.885
C 0.682 -0.120 -2.670
C 1.185 0.788 -3.674
C 1.417 0.426 -5.108
C 0.131 0.448 -5.937
C 1.351 1.992 -3.065
C 0.937 1.826 -1.691
C 0.827 2.846 -0.761
C 0.484 2.717 0.571
N 0.224 1.532 1.187
C 0.216 1.789 2.542
C 0.275 0.843 3.531
C 0.291 -0.546 3.375
N -0.114 -1.202 2.185
C 0.160 -2.579 2.382
C -0.004 -3.548 1.390
C 0.601 -2.762 3.693
C 0.687 -1.511 4.303
C 1.103 -1.236 5.714
C -0.092 -1.229 6.671
C 1.000 -4.074 4.292
C 2.440 -4.457 3.941
C 0.349 3.225 2.768
C 0.511 3.795 1.556
C 0.763 5.232 1.228
C 2.255 5.554 1.120
C 0.288 3.879 4.110
C -1.140 3.941 4.658
N 0.579 0.528 -1.476
C 1.858 3.269 -3.655
C 3.296 3.586 -3.238
H -1.547 -4.769 -5.151
H -1.855 -3.303 -4.210
H -2.282 -4.874 -3.545
H 0.586 -3.989 -4.167
H 0.139 -5.504 -3.426
H -0.774 -6.387 -1.456
H -0.910 -6.021 0.243
H 1.746 -6.336 -1.263
H 1.029 -7.556 -0.202
H 1.597 -6.020 0.461
H 0.432 -1.804 -3.904
H 1.875 -0.565 -5.166
H 2.144 1.115 -5.544
H -0.637 -0.184 -5.488
H 0.312 0.101 -6.956
H -0.274 1.459 -5.991
H 1.074 3.842 -1.108
H 0.397 1.208 4.543
H 0.045 -4.577 1.723
H 1.624 -0.278 5.767
H 1.827 -1.990 6.032
H -0.829 -0.488 6.360
H 0.220 -0.997 7.690
H -0.589 -2.200 6.679
H 0.316 -4.855 3.951
H 0.885 -4.026 5.376
H 2.560 -4.564 2.862
H 2.723 -5.399 4.412
H 3.136 -3.687 4.275
H 0.306 5.863 1.993
H 0.261 5.484 0.290
H 2.766 5.323 2.056
H 2.416 6.609 0.894
H 2.729 4.963 0.335
H 0.703 4.886 4.040
H 0.928 3.341 4.815
H -1.774 4.543 4.006
H -1.159 4.379 5.657
H -1.581 2.945 4.710
H 1.201 4.093 -3.362
H 1.796 3.212 -4.744
H 3.374 3.691 -2.155
H 3.645 4.512 -3.697
H 3.968 2.781 -3.537
F -2.240 -0.017 2.600
B -1.625 -0.935 1.834
F -2.370 -2.009 1.521
C -5.752 3.053 -2.341
C -4.314 2.645 -2.454
C -3.473 3.154 -3.442
C -2.179 2.677 -3.447
N -1.727 1.781 -2.576
C -2.588 1.384 -1.644
S -2.271 0.162 -0.410
N -3.868 1.778 -1.557
H -6.034 3.758 -3.121
H -5.929 3.507 -1.365
H -6.389 2.171 -2.406
H -3.818 3.876 -4.168
H -1.463 3.017 -4.190
*
```

Here are the Löwdin charges for atoms 1 to 4, given in e:
1. Os 1.24
2. C -0.08
3. C -0.19
4. C -0.13

***

# 2
ORCA calculation (ωB97M-V with the def2-TZVPD basis set) on a cluster of 2 separate species, CH5NO2Si in total.

For the total energy, the calculation gives -14573.83360 eV. Its orbital gap (alpha / beta) is 7.912 / 8.101 eV. The value obtained for the relative energy (zero: lowest compared OMol25 entry of this formula, charge and spin) is 493.4 kJ/mol. As for the LUMO energy (alpha / beta): -1.5991 / -0.5254 eV.

```
! RIJCOSX wB97M-V def2-TZVPD def2/J DEFGRID3
* xyz 0 1
C 0.419 1.268 0.118
N -1.809 -0.586 -1.753
O -2.705 0.102 -1.276
O -1.423 -0.614 -2.925
Si -0.861 -1.571 -0.627
H 0.624 0.772 1.047
H 1.184 1.388 -0.551
H -0.489 1.126 -0.310
H -1.466 -1.573 0.722
H -0.277 -2.783 -1.411
*
```

Here are the Löwdin charges for atoms 1 to 4, given in e:
1. C 0.11
2. N -0.61
3. O -0.02
4. O -0.03

***

# 3
ORCA calculation (ωB97M-V with the def2-TZVPD basis set) on a structure of composition C3H5NOS.

For the total energy, the calculation gives -17557.47421 eV. Its orbital gap (alpha / beta) is 5.526 / 7.090 eV. The value obtained for the relative energy (zero: lowest compared OMol25 entry of this formula, charge and spin) is 309.1 kJ/mol. As for the LUMO energy (alpha / beta): 0.7645 / -1.9212 eV. As for the expectation value of S²: 2.01.

```
! RIJCOSX wB97M-V def2-TZVPD def2/J DEFGRID3
* xyz 0 3
C 1.111 -0.391 -0.677
C 0.656 0.461 -1.557
C -0.497 -0.549 0.512
N -1.027 0.766 0.372
O -0.079 -0.685 1.801
S -0.943 1.222 -1.256
H 2.001 -0.872 -0.489
H 1.017 0.759 -2.444
H -1.098 -1.340 0.236
H -0.532 1.433 0.907
H -0.609 -0.803 2.596
*
```

Here are the Löwdin charges for atoms 1 to 4, given in e:
1. C -0.02
2. C -0.49
3. C -0.38
4. N -0.35

***

# 4
ORCA calculation (ωB97M-V with the def2-TZVPD basis set) on an isolated molecule of C4H6S2.

For the total energy, the calculation gives -25911.96406 eV. As for the SMILES: S=CSC1CC1. Its orbital gap is 7.980 eV. The value obtained for the relative energy (zero: lowest compared OMol25 entry of this formula, charge and spin) is 321.0 kJ/mol. As for the LUMO energy: -0.4848 eV.

```
! RIJCOSX wB97M-V def2-TZVPD def2/J DEFGRID3
* xyz 0 1
C 2.055 -0.130 0.142
C -0.606 0.855 -0.330
C -1.021 -0.559 -0.780
C -1.326 -0.060 0.569
H 1.687 -1.058 0.765
H -1.145 1.825 -0.469
H -1.780 -0.705 -1.414
H 0.012 -1.253 -0.745
H -2.166 0.117 1.181
H -0.475 -0.254 1.358
S 3.724 0.083 -0.148
S 1.042 1.137 -0.128
*
```

Here are the Löwdin charges for atoms 1 to 4, given in e:
1. C -1.08
2. C -0.64
3. C -0.10
4. C -0.20

***

# 5
ORCA calculation (ωB97M-V with the def2-TZVPD basis set) on a structure of composition C13H13As5CrF30N2O5.

For the total energy, the calculation gives -441061.65918 eV. Its orbital gap (alpha / beta) is 7.281 / 9.099 eV. As for the LUMO energy (alpha / beta): 4.5890 / 5.2855 eV. As for the expectation value of S²: 4.19.

```
! RIJCOSX wB97M-V def2-TZVPD def2/J DEFGRID3
* xyz -3 4
Cr -0.594 1.133 -0.190
As -1.923 4.701 -0.565
F -3.062 4.908 0.706
F -3.224 4.466 -1.697
F -0.806 4.512 -1.908
F -0.601 4.852 0.575
F -1.738 2.904 -0.356
F -1.933 6.446 -0.841
As -0.900 -2.553 1.065
F 0.122 -2.156 2.436
F -0.787 -0.836 0.519
F -2.026 -2.898 -0.229
F -1.026 -4.258 1.497
F -2.211 -2.212 2.156
F 0.510 -2.976 0.107
As -4.596 0.518 -0.205
F -4.655 1.608 -1.557
F -4.593 1.863 0.881
F -4.363 -0.533 1.189
F -4.511 -0.828 -1.302
F -2.762 0.674 -0.279
F -6.307 0.322 -0.075
As -1.400 1.817 3.529
F -1.205 1.613 1.739
F 0.036 2.835 3.395
F -1.573 2.236 5.241
F -2.707 0.695 3.598
F -0.328 0.466 3.745
F -2.473 3.132 3.185
As -1.344 1.010 -4.096
F -2.511 -0.211 -3.729
F -0.105 -0.226 -4.225
F -0.115 2.180 -4.445
F -2.514 2.258 -3.792
F -1.009 1.055 -2.271
F -1.905 0.935 -5.774
C 1.792 2.922 -1.360
O 1.190 2.005 -0.565
H 2.545 3.562 -0.885
H 2.138 2.378 -2.256
H 1.092 3.642 -1.822
C 0.767 -5.010 -4.211
C 1.925 -4.325 -4.511
C 2.208 -3.178 -3.801
C 1.327 -2.683 -2.855
C 0.115 -3.359 -2.595
C -0.144 -4.534 -3.280
N 1.685 -1.499 -2.082
O 0.840 -0.917 -1.459
O 2.883 -1.277 -2.020
H 0.492 -5.930 -4.718
H 2.544 -4.610 -5.352
H 3.118 -2.623 -3.983
H -0.651 -2.828 -2.044
H -1.039 -5.133 -3.183
C 4.001 -0.596 5.725
C 2.592 -0.234 5.451
C 2.105 -0.211 4.153
C 2.970 -0.336 3.081
C 4.365 -0.731 3.340
C 4.815 -0.820 4.646
N 2.534 -0.113 1.753
O 1.366 0.176 1.589
O 3.365 -0.215 0.861
H 4.378 -0.606 6.737
H 1.892 -0.139 6.270
H 1.075 0.074 3.960
H 5.025 -1.128 2.582
H 5.826 -1.177 4.808
*
```

Here are the Löwdin charges for atoms 1 to 4, given in e:
1. Cr 1.09
2. As 0.81
3. F -0.23
4. F -0.24

***

# 6
ORCA calculation (ωB97M-V with the def2-TZVPD basis set) on a structure of composition C4H5NiO2.

For the total energy, the calculation gives -49325.12229 eV. Its orbital gap (alpha / beta) is 8.796 / 6.398 eV. As for the LUMO energy (alpha / beta): -15.7687 / -18.1291 eV. As for the expectation value of S²: 2.00.

```
! RIJCOSX wB97M-V def2-TZVPD def2/J DEFGRID3
* xyz 3 3
H -1.556 1.233 0.706
C 0.109 0.593 0.030
C -1.316 0.310 0.031
O -1.953 -0.067 -0.934
Ni -3.582 -0.315 -1.561
H 0.443 1.629 -0.085
O 1.635 -0.752 1.748
C 1.161 -0.382 0.671
C 1.130 -0.524 -0.714
H 1.378 -0.210 2.525
H 0.598 -1.400 -1.108
H 1.952 -0.115 -1.310
*
```

Here are the Löwdin charges for atoms 1 to 4, given in e:
1. H 0.23
2. C 0.01
3. C -0.05
4. O 0.03

***

no.,strongest force on any atom (Eh/bohr)
1,0.010
2,0.059
3,0.175
4,0.114
5,0.091
6,0.136